Entry 1:
58
Properties=species:S:1:pos:R:3:nbo_charge:R:1 method="wB97M-V/def2-TZVPD" total_charge=+1 e_lumo_ev=-3.819 multiplicity=1 gap_ev=8.11
C -1.39 -3.03 -3.06 -0.169
C -1.76 -2.88 -1.91 -0.114
C -2.39 -2.71 -0.49 -0.103
C -3.80 -2.00 -0.64 -0.442
C -3.79 -0.45 -0.35 -0.238
N -2.76 0.00 0.62 -0.682
C -1.49 -0.65 0.45 0.735
N -0.40 0.07 0.30 -0.755
P -0.39 1.88 0.24 0.932
C -1.04 2.57 1.86 -0.967
C -1.55 2.30 -1.20 -0.700
C -2.63 3.41 -0.84 -0.625
N -1.46 -2.08 0.48 -0.593
H -1.26 -3.46 -4.08 0.274
H -2.60 -3.76 -0.12 0.257
H -4.62 -2.52 -0.04 0.243
H -4.11 -2.13 -1.72 0.260
H -3.76 0.11 -1.33 0.220
H -4.80 -0.18 0.10 0.243
H -3.05 -0.13 1.60 0.411
H 0.52 -0.40 0.21 0.467
H -0.63 3.63 1.96 0.275
H -2.17 2.66 1.91 0.240
H -0.65 2.02 2.77 0.263
H -0.91 2.71 -2.05 0.247
H -2.02 1.35 -1.62 0.223
H -3.13 3.69 -1.82 0.238
H -3.45 2.96 -0.19 0.213
H -2.17 4.29 -0.32 0.225
H -0.51 -2.43 0.38 0.406
C 3.24 1.65 -1.64 -0.497
N 3.29 0.27 -1.10 0.559
O 2.28 -0.16 -0.54 -0.473
O 4.32 -0.35 -1.24 -0.330
H 2.26 2.07 -1.44 0.235
H 4.02 2.22 -1.15 0.252
H 3.42 1.58 -2.72 0.262
C -2.55 -2.32 3.68 -0.487
N -3.48 -2.41 4.84 0.524
O -4.60 -2.84 4.62 -0.359
O -3.06 -2.04 5.91 -0.356
H -3.06 -2.68 2.79 0.224
H -2.27 -1.27 3.57 0.211
H -1.69 -2.94 3.90 0.243
C 6.32 0.38 -3.94 -0.485
N 5.95 1.46 -4.90 0.534
O 6.66 1.61 -5.87 -0.340
O 4.94 2.10 -4.64 -0.413
H 7.23 -0.10 -4.29 0.239
H 6.48 0.85 -2.97 0.237
H 5.49 -0.32 -3.90 0.232
C 2.35 -0.74 3.02 -0.489
N 3.17 0.43 2.62 0.530
O 2.59 1.47 2.37 -0.390
O 4.37 0.26 2.57 -0.347
H 1.30 -0.45 3.03 0.209
H 2.53 -1.54 2.30 0.237
H 2.67 -1.04 4.02 0.252

***

Entry 2:
51
Properties=species:S:1:pos:R:3:nbo_charge:R:1 method="wB97M-V/def2-TZVPD" total_charge=-1 e_lumo_ev=2.098 de_lowest_kj_mol=0.0 multiplicity=1 gap_ev=5.50
O -5.36 -15.61 -3.00 -0.725
C -5.25 -16.32 -1.92 0.915
O -5.48 -17.55 -2.02 -0.855
O -4.86 -15.79 -0.84 -0.813
H -5.35 -16.38 -3.58 0.479
C -6.85 -14.47 -9.22 -0.253
O -7.35 -13.32 -8.60 -0.545
C -7.16 -12.07 -9.34 -0.086
C -8.04 -10.96 -8.77 -0.075
O -7.47 -9.63 -8.69 -0.559
C -8.22 -8.51 -8.21 -0.074
C -7.49 -7.29 -8.64 -0.073
O -7.15 -7.09 -10.02 -0.534
C -6.42 -5.92 -10.22 -0.250
H -5.87 -14.47 -8.75 0.188
H -6.91 -14.35 -10.30 0.166
H -7.46 -15.28 -8.82 0.197
H -7.53 -12.16 -10.36 0.154
H -6.12 -11.81 -9.54 0.183
H -8.18 -11.17 -7.71 0.183
H -9.03 -11.01 -9.23 0.165
H -8.20 -8.56 -7.12 0.186
H -9.19 -8.52 -8.70 0.170
H -6.60 -7.21 -8.00 0.165
H -8.12 -6.48 -8.28 0.158
H -6.69 -5.68 -11.24 0.188
H -5.38 -6.22 -10.16 0.176
H -6.70 -5.08 -9.58 0.168
C -1.98 -11.07 -4.41 -0.267
O -1.01 -11.75 -5.15 -0.519
C -1.34 -11.74 -6.54 -0.075
C -0.10 -12.22 -7.34 -0.098
O 0.26 -13.48 -6.82 -0.528
C 1.20 -14.15 -7.66 -0.100
C 0.55 -15.04 -8.68 -0.091
O 0.41 -14.27 -9.87 -0.559
C -0.30 -14.93 -10.92 -0.260
H -2.82 -11.70 -4.09 0.185
H -2.44 -10.17 -4.82 0.160
H -1.54 -10.93 -3.42 0.193
H -1.57 -10.71 -6.80 0.158
H -2.20 -12.31 -6.88 0.172
H 0.74 -11.66 -6.93 0.176
H -0.25 -12.22 -8.42 0.191
H 1.69 -14.89 -7.02 0.186
H 2.07 -13.56 -7.94 0.187
H -0.48 -15.29 -8.41 0.192
H 1.17 -15.92 -8.85 0.163
H -1.38 -14.91 -10.85 0.178
H 0.20 -15.89 -11.07 0.170
H -0.01 -14.35 -11.80 0.186

***

Entry 3:
49
Properties=species:S:1:pos:R:3:nbo_charge:R:1 method="wB97M-V/def2-TZVPD" total_charge=+2 e_lumo_ev="-10.267 / -10.424" multiplicity=1 gap_ev="6.26 / 6.12"
C -1.37 -2.20 2.35 -0.716
C -1.19 -1.03 1.45 0.479
H -1.47 -1.85 3.39 0.286
H -0.50 -2.87 2.29 0.261
H -2.27 -2.75 2.07 0.290
O -1.94 -0.77 0.48 -0.449
Cl 2.09 1.88 -0.96 -0.446
Al 0.58 0.71 0.01 1.212
P 2.36 -1.00 0.76 1.005
C 2.61 -1.50 2.49 -0.952
C 2.19 -2.60 -0.10 -0.945
H 2.99 -3.27 0.24 0.283
H 4.78 -1.20 0.69 0.271
H 2.26 -2.46 -1.19 0.255
H 4.14 -0.43 -0.80 0.268
H 1.86 -2.23 2.80 0.251
H 1.21 -3.05 0.14 0.244
C 4.05 -0.48 0.29 -0.922
H 3.62 -1.94 2.59 0.283
H 4.25 0.52 0.70 0.276
H 2.53 -0.62 3.14 0.270
P -0.15 -0.38 -2.06 0.915
C -1.64 0.50 -2.65 -0.941
C 1.01 -0.23 -3.47 -0.931
H 0.16 -2.79 -1.91 0.249
H -1.08 -2.34 -3.12 0.274
H -1.46 -2.28 -1.37 0.261
C -0.68 -2.12 -2.12 -0.939
H 1.99 -0.64 -3.18 0.252
H 0.62 -0.78 -4.33 0.270
H -1.98 0.03 -3.59 0.273
H -1.40 1.56 -2.83 0.258
H 1.14 0.83 -3.72 0.275
H -2.43 0.43 -1.89 0.261
C -0.12 -0.05 1.78 0.228
O 0.07 0.45 2.89 -0.309
C -2.22 2.76 2.05 -0.609
C -2.04 2.35 0.59 -0.288
C -2.91 3.24 -0.30 -0.594
C -0.57 2.40 0.17 -0.562
H -1.90 3.80 2.18 0.229
H -1.64 2.12 2.72 0.203
H -3.28 2.68 2.33 0.246
H -2.39 1.31 0.48 0.246
H -2.54 4.27 -0.27 0.228
H -2.89 2.90 -1.34 0.214
H -3.95 3.22 0.04 0.254
H -0.49 2.90 -0.81 0.269
H -0.01 3.01 0.89 0.263

***

Entry 4:
55
Properties=species:S:1:pos:R:3:mulliken_charge:R:1 method="wB97M-V/def2-TZVPD" total_charge=0 e_lumo_ev=-1.140 de_lowest_kj_mol=0.0 multiplicity=1 gap_ev=4.43
Ba 0.24 -18.29 -4.83 0.769
C -2.28 -22.51 -5.40 -0.671
C -1.36 -21.48 -5.47 0.363
C 0.10 -21.81 -5.76 0.124
O 0.99 -20.87 -5.76 -0.480
C 0.46 -23.11 -6.04 -0.831
C -0.47 -24.21 -6.00 0.462
C -1.93 -23.89 -5.57 0.414
O -2.72 -24.81 -5.47 -0.672
O -0.19 -25.36 -6.28 -0.661
O -1.71 -20.26 -5.36 -0.595
H -3.33 -22.30 -5.22 0.388
H 1.49 -23.39 -6.23 0.405
C -0.53 -21.03 -2.39 -0.559
O -0.64 -19.60 -2.48 -0.192
H -0.21 -21.33 -1.39 0.345
H -1.49 -21.50 -2.62 0.344
H 0.17 -21.35 -3.15 0.048
H -1.24 -19.26 -1.82 0.160
C -3.48 -17.30 -4.69 -0.737
O -2.11 -16.85 -4.78 -0.117
H -3.49 -18.26 -4.19 0.189
H -4.08 -16.60 -4.09 0.316
H -3.91 -17.40 -5.68 0.291
H -2.10 -16.01 -5.24 0.140
C 1.78 -15.08 -5.08 -0.399
O 0.61 -15.57 -5.75 -0.251
H 2.35 -14.40 -5.70 0.324
H 1.52 -14.63 -4.12 0.274
H 2.40 -15.94 -4.83 -0.057
H -0.09 -14.91 -5.71 0.214
C 3.94 -18.07 -6.38 -0.765
O 2.55 -18.31 -6.46 -0.119
H 4.11 -17.44 -5.50 0.209
H 4.50 -18.99 -6.22 0.296
H 4.32 -17.56 -7.27 0.310
H 2.37 -18.88 -7.22 0.169
C 0.43 -16.46 -1.38 -0.782
O 0.00 -16.31 -2.72 -0.046
H -0.40 -16.40 -0.67 0.350
H 0.86 -17.46 -1.28 0.175
H 1.20 -15.73 -1.11 0.307
H -0.67 -15.64 -2.79 0.171
C -1.15 -17.19 -8.21 -0.620
O -0.68 -18.33 -7.51 -0.089
H -2.11 -17.38 -8.68 0.330
H -1.23 -16.37 -7.50 0.080
H -0.42 -16.85 -8.96 0.309
H -0.66 -19.09 -8.10 0.179
C 3.03 -19.75 -2.75 -0.678
O 2.53 -18.53 -3.31 0.000
H 2.51 -20.57 -3.25 0.157
H 4.10 -19.88 -2.95 0.300
H 2.82 -19.83 -1.68 0.285
H 2.97 -17.77 -2.91 0.121

***

Entry 5:
56
Properties=species:S:1:pos:R:3:nbo_charge:R:1 method="wB97M-V/def2-TZVPD" total_charge=+2 e_lumo_ev=-11.386 multiplicity=1 gap_ev=1.65
Y -1.14 -2.89 2.12 1.740
O -1.02 0.56 0.13 -0.668
H -1.20 1.40 -0.32 0.448
C -3.15 -3.40 -4.32 0.520
O -2.66 -3.87 -3.30 -0.619
N -2.84 -3.76 -5.53 -0.344
C -3.66 -3.27 -6.61 -0.431
C -1.89 -4.83 -5.74 -0.426
H -3.93 -2.62 -4.22 0.125
H -3.13 -2.50 -7.17 0.220
H -4.64 -2.84 -6.39 0.235
H -3.81 -4.07 -7.33 0.224
H -2.49 -5.62 -6.21 0.216
H -1.17 -4.51 -6.50 0.222
H -1.45 -5.21 -4.82 0.254
C -6.28 2.88 5.10 0.510
O -7.21 2.68 5.93 -0.553
N -6.37 3.67 4.03 -0.350
C -5.34 3.86 2.99 -0.423
C -7.67 4.28 3.78 -0.444
H -5.30 2.38 5.02 0.112
H -5.00 4.87 2.74 0.235
H -5.68 3.33 2.10 0.211
H -4.37 3.41 3.21 0.210
H -8.34 3.73 3.12 0.220
H -8.17 4.37 4.74 0.258
H -7.58 5.31 3.42 0.219
C 4.48 -3.99 -0.78 0.532
O 3.21 -3.85 -0.58 -0.697
N 5.33 -3.09 -1.27 -0.391
C 6.76 -3.36 -1.22 -0.428
C 4.89 -1.75 -1.66 -0.438
H 5.05 -4.92 -0.61 0.137
H 7.32 -2.99 -0.36 0.211
H 7.22 -2.88 -2.09 0.219
H 7.07 -4.39 -1.38 0.227
H 5.29 -1.34 -2.58 0.220
H 3.81 -1.88 -1.81 0.233
H 4.95 -0.91 -0.97 0.209
C 3.92 0.19 4.68 0.530
O 3.03 -0.44 3.98 -0.687
N 3.96 1.52 4.84 -0.388
C 5.09 2.10 5.57 -0.432
C 3.28 2.48 3.97 -0.445
H 4.77 -0.25 5.22 0.143
H 5.02 3.14 5.88 0.234
H 6.03 2.12 5.02 0.208
H 5.22 1.49 6.47 0.218
H 2.47 1.97 3.46 0.226
H 2.71 3.35 4.29 0.228
H 3.95 2.91 3.22 0.209
C 0.19 3.47 -4.14 -0.298
Cl -1.54 3.73 -3.82 0.000
Cl 0.85 4.98 -4.73 0.053
Cl 0.47 2.22 -5.33 0.022
H 0.68 3.07 -3.25 0.223

***

Entry 6:
71
Properties=species:S:1:pos:R:3:mulliken_charge:R:1 method="wB97M-V/def2-TZVPD" total_charge=0 e_lumo_ev=0.356 de_lowest_kj_mol=1.6 multiplicity=1 smiles="COP(=O)(OC)OC.COP(=O)(OC)OC.COP(=O)(OC)OC.ClC(Cl)Cl.ClC(Cl)Cl.ClC(Cl)Cl.ClC(Cl)Cl" gap_ev=11.00
C -10.59 -10.25 19.81 -0.582
O -9.21 -10.42 20.13 -0.317
P -8.82 -11.39 21.32 1.046
O -9.43 -12.73 21.29 -0.689
O -9.25 -10.58 22.64 -0.291
C -8.79 -9.26 22.84 -0.698
O -7.24 -11.30 21.27 -0.311
C -6.43 -12.18 22.03 -0.705
H -10.64 -10.34 18.73 0.197
H -11.02 -9.29 20.10 0.198
H -11.24 -10.99 20.27 0.402
H -8.09 -9.20 23.69 0.292
H -9.65 -8.63 23.07 0.254
H -8.23 -8.82 22.01 0.340
H -5.86 -11.62 22.78 0.266
H -5.68 -12.59 21.36 0.243
H -6.98 -12.95 22.56 0.353
C -19.92 -10.38 19.47 -0.712
O -18.67 -10.73 20.09 -0.354
P -18.12 -9.94 21.35 0.986
O -18.21 -8.47 21.23 -0.237
O -16.69 -10.58 21.62 -0.486
C -15.71 -10.52 20.55 -0.352
O -19.01 -10.52 22.55 -0.402
C -19.12 -11.91 22.84 -0.750
H -19.78 -9.73 18.61 0.255
H -20.61 -9.89 20.16 0.292
H -20.35 -11.35 19.25 0.334
H -15.93 -9.72 19.86 0.083
H -15.59 -11.46 20.02 0.470
H -14.77 -10.29 21.06 0.130
H -18.87 -12.51 21.97 0.342
H -20.16 -12.07 23.10 0.264
H -18.50 -12.21 23.69 0.251
C -16.13 -7.13 18.78 -0.044
O -14.98 -6.52 19.38 0.169
P -14.18 -7.39 20.44 0.360
O -13.69 -8.69 19.95 -0.830
O -15.25 -7.45 21.65 0.733
C -14.93 -8.21 22.81 -0.960
O -13.03 -6.43 20.96 -0.361
C -13.25 -5.12 21.45 -0.700
H -16.94 -6.40 18.79 -0.105
H -16.44 -8.01 19.33 -0.094
H -15.92 -7.32 17.73 0.166
H -15.79 -8.83 23.09 0.211
H -14.70 -7.55 23.64 0.280
H -14.10 -8.90 22.65 0.367
H -12.58 -4.38 21.02 0.323
H -13.14 -5.15 22.54 0.276
H -14.28 -4.78 21.29 0.199
Cl -12.41 -3.00 17.99 -0.143
C -14.06 -3.66 17.83 1.364
Cl -14.40 -4.08 16.14 -0.114
Cl -15.25 -2.51 18.49 -0.143
H -14.10 -4.55 18.44 -0.978
Cl -17.44 -6.84 24.76 -0.152
C -17.66 -6.20 23.14 1.601
Cl -16.74 -4.67 23.00 -0.171
Cl -19.35 -5.92 22.79 -0.125
H -17.26 -6.88 22.40 -1.189
Cl -21.92 -7.65 18.42 -0.148
C -21.19 -6.63 19.65 0.287
Cl -22.21 -5.21 19.89 -0.136
Cl -19.56 -6.14 19.16 -0.089
H -21.07 -7.22 20.55 0.051
Cl -11.73 -6.66 17.68 -0.093
C -12.19 -8.17 16.89 0.559
Cl -10.90 -8.72 15.80 -0.149
Cl -13.68 -7.93 15.96 -0.151
H -12.40 -8.92 17.65 -0.185

***

Entry 7:
59
Properties=species:S:1:pos:R:3:nbo_charge:R:1 method="wB97M-V/def2-TZVPD" total_charge=-2 e_lumo_ev="4.038 / 4.039" de_lowest_kj_mol=0.0 multiplicity=2 gap_ev="5.01 / 4.71"
Na 0.41 1.96 -0.96 0.920
O 2.13 2.26 2.86 -0.746
C 1.71 2.17 1.62 0.930
O 0.97 1.20 1.33 -0.908
O 1.96 3.06 0.80 -0.744
H 1.66 1.50 3.24 0.492
P 1.65 3.20 -3.32 2.438
O 0.64 3.85 -2.32 -1.270
O 3.04 3.82 -3.06 -0.765
O 1.11 3.47 -4.75 -1.103
O 1.84 1.71 -2.89 -1.221
C -2.90 1.34 -1.47 -0.261
O -2.21 1.38 -0.24 -0.537
C -3.16 1.55 0.80 -0.063
C -2.53 1.93 2.12 -0.251
N -1.71 0.82 2.70 -0.655
C -1.34 1.10 4.06 -0.231
C -0.33 0.13 4.69 -0.050
O 0.98 0.54 4.39 -0.561
C 2.07 -0.13 5.05 -0.250
H -3.17 2.37 -1.69 0.174
H -3.80 0.72 -1.49 0.148
H -2.28 1.01 -2.30 0.224
H -3.63 0.58 0.99 0.159
H -4.00 2.16 0.47 0.164
H -3.25 2.30 2.85 0.179
H -1.89 2.78 1.91 0.201
H -0.81 0.91 2.26 0.417
H -2.26 1.09 4.64 0.167
H -1.05 2.14 4.23 0.177
H -0.53 -0.91 4.43 0.178
H -0.39 0.28 5.77 0.154
H 3.06 0.08 4.65 0.213
H 1.99 -1.22 5.08 0.167
H 2.13 0.16 6.10 0.156
C 0.16 -4.17 -5.03 -0.242
O 1.07 -3.13 -5.26 -0.556
C 1.42 -2.25 -4.18 -0.088
C 0.15 -1.45 -3.68 -0.245
N 0.40 -0.50 -2.58 -0.681
C 1.00 -1.07 -1.41 -0.257
C 0.11 -2.14 -0.68 -0.070
O 0.58 -2.71 0.54 -0.567
C 0.72 -1.88 1.70 -0.242
H 0.49 -4.70 -4.14 0.151
H 0.15 -4.90 -5.84 0.173
H -0.85 -3.87 -4.76 0.160
H 2.08 -1.52 -4.64 0.208
H 1.86 -2.80 -3.34 0.156
H -0.64 -2.13 -3.36 0.160
H -0.07 -0.88 -4.58 0.209
H 0.97 0.25 -2.94 0.449
H 1.33 -0.30 -0.70 0.229
H 1.97 -1.49 -1.69 0.151
H -0.15 -2.88 -1.44 0.164
H -0.90 -1.73 -0.62 0.160
H -0.10 -1.15 1.64 0.201
H 1.70 -1.44 1.86 0.186
H 0.46 -2.49 2.57 0.148

***

Entry 8:
60
Properties=species:S:1:pos:R:3:nbo_charge:R:1 method="wB97M-V/def2-TZVPD" total_charge=+2 e_lumo_ev=-5.631 de_lowest_kj_mol=0.0 multiplicity=1 gap_ev=7.59
Pd 0.63 -0.11 1.25 0.621
C 0.19 3.58 -1.62 -0.405
N -1.00 2.75 -1.65 -0.323
C -1.89 2.69 -2.68 -0.056
C -2.86 1.82 -2.30 -0.066
N -2.55 1.35 -1.05 -0.471
B -3.50 0.26 -0.39 0.202
N -3.39 0.24 1.14 -0.475
C -4.24 0.96 1.95 -0.025
C -3.90 0.72 3.23 -0.056
N -2.83 -0.14 3.20 -0.322
C -2.13 -0.62 4.38 -0.409
C -2.52 -0.42 1.93 0.306
S -1.19 -1.45 1.46 -0.219
C -1.40 1.93 -0.67 0.271
S -0.59 1.84 0.86 -0.209
H 0.22 4.15 -2.55 0.226
H 1.07 2.95 -1.56 0.225
H 0.15 4.27 -0.78 0.234
H -1.78 3.29 -3.57 0.243
H -3.76 1.52 -2.80 0.251
H -3.23 -0.81 -0.85 -0.087
H -4.62 0.58 -0.68 -0.017
H -5.02 1.55 1.54 0.252
H -4.31 1.07 4.16 0.246
H -2.82 -0.60 5.22 0.238
H -1.27 0.02 4.59 0.211
H -1.80 -1.65 4.21 0.234
N 1.71 -0.99 2.96 -0.820
C 3.13 -1.38 2.82 -0.222
C 3.97 -0.21 2.32 -0.432
C 3.59 0.25 0.92 -0.230
N 2.31 0.97 0.86 -0.787
H 1.65 -0.21 3.61 0.389
H 1.17 -1.75 3.36 0.407
H 3.18 -2.21 2.12 0.206
H 3.52 -1.73 3.78 0.213
H 5.01 -0.51 2.32 0.249
H 3.91 0.63 3.02 0.212
H 3.49 -0.63 0.27 0.202
H 4.38 0.88 0.50 0.214
H 2.11 1.23 -0.11 0.443
H 2.32 1.82 1.41 0.402
N -1.16 -2.38 -1.69 -0.723
C -0.75 -1.28 -2.61 -0.624
P 1.02 -0.93 -2.23 2.154
O 1.47 -2.14 -1.45 -1.187
O 1.23 0.45 -1.78 -1.140
C 1.95 -1.20 -3.83 -0.609
N 3.17 -1.96 -3.42 -0.690
H -2.07 -2.78 -1.95 0.442
H -1.27 -2.01 -0.71 0.472
H -0.43 -3.10 -1.65 0.458
H -1.38 -0.42 -2.42 0.274
H -0.90 -1.62 -3.63 0.244
H 2.24 -0.28 -4.33 0.257
H 1.41 -1.84 -4.53 0.240
H 3.92 -1.33 -3.13 0.439
H 3.53 -2.56 -4.16 0.444
H 2.87 -2.51 -2.58 0.482